54
Properties=species:S:1:pos:R:3:forces:R:3 method="wB97M-V/def2-TZVPD" multiplicity=2 s2=0.76 homo_energy_ev="-9.2 / -9.3" relative_energy_kcal_mol=13.28
Ru -0.6462 -0.5280 0.4036 0.11 0.39 -0.06
C -3.8227 -2.8094 1.9783 0.01 0.03 -0.04
C -3.3453 -1.8193 1.1181 -0.01 -0.04 0.02
N -2.0188 -1.7774 1.1921 -0.01 0.07 -0.02
N -1.6160 -2.7084 2.0752 -0.04 -0.02 0.09
C -2.6921 -3.3416 2.5643 0.02 -0.02 -0.03
B -0.1183 -2.8386 2.4325 -0.05 0.10 0.08
N 0.3303 -1.4832 3.0284 -0.25 -0.11 -0.07
C 1.0693 -1.2184 4.1090 -0.08 0.01 0.03
C 1.1542 0.1518 4.2568 -0.05 0.07 0.01
C 0.4210 0.6678 3.1918 -0.12 -0.08 0.05
N -0.0778 -0.3243 2.4499 0.48 -0.26 0.12
N 0.6231 -3.0511 1.1033 0.05 -0.13 -0.05
C 1.5712 -3.9148 0.7267 -0.07 -0.03 0.02
C 1.9482 -3.6181 -0.5710 0.01 -0.04 -0.05
C 1.1702 -2.5241 -0.9293 -0.07 0.02 -0.04
N 0.3743 -2.2045 0.0914 0.15 0.13 0.08
H -4.8457 -3.0954 2.1415 0.00 0.00 0.00
H -3.8676 -1.1480 0.4584 -0.03 -0.01 0.01
H -2.5739 -4.1286 3.2890 0.00 0.00 0.01
H 0.0699 -3.7487 3.1845 0.04 0.05 0.02
H 1.4643 -2.0200 4.7099 0.01 -0.01 0.00
H 1.6607 0.7012 5.0295 0.01 0.01 0.00
H 0.2093 1.6955 2.9527 0.03 0.02 -0.01
H 1.9027 -4.6865 1.4003 0.01 0.01 0.01
H 2.6763 -4.1279 -1.1753 0.01 0.01 0.00
H 1.1295 -1.9577 -1.8453 0.02 -0.01 0.02
F 4.0109 0.4383 -1.7316 0.00 -0.02 0.02
C 3.0976 1.3596 -1.4438 -0.04 0.00 -0.03
F 3.5529 2.5536 -1.8008 0.01 0.00 0.01
F 1.9901 1.0916 -2.1446 0.04 0.02 0.00
S 2.7141 1.3022 0.3581 0.00 0.15 0.10
O 1.9479 0.0885 0.5131 -0.05 -0.05 -0.19
O 3.9736 1.4117 1.0090 -0.01 0.01 0.01
N 1.8662 2.6154 0.6141 0.02 -0.14 -0.06
S 0.3299 2.7981 0.4983 -0.07 -0.02 -0.01
O -0.2503 3.4512 1.6269 0.05 0.01 -0.02
O -0.4044 1.6260 -0.0130 0.00 0.08 0.07
C 0.1753 4.0093 -0.8804 0.01 -0.02 -0.02
F 0.8696 5.1008 -0.6003 -0.02 0.01 0.03
F -1.1048 4.3289 -1.0403 -0.01 0.00 0.00
F 0.6369 3.4800 -2.0124 -0.01 0.02 0.00
F -0.9645 3.7149 -5.3482 0.00 0.00 0.01
C -1.1252 2.7330 -4.4671 0.00 0.00 0.00
C -0.3030 1.6213 -4.5123 0.02 -0.02 -0.02
F 0.6438 1.5304 -5.4452 -0.01 0.01 0.00
C -0.4750 0.6095 -3.5865 -0.01 -0.03 0.02
F 0.3145 -0.4671 -3.6737 -0.02 0.03 -0.02
C -1.4431 0.6797 -2.5953 -0.09 0.09 0.02
S -1.7564 -0.6941 -1.5361 -0.05 -0.26 -0.12
C -2.2513 1.8104 -2.5707 0.04 -0.04 -0.01
F -3.2012 1.9321 -1.6432 0.00 0.01 0.00
C -2.1057 2.8281 -3.4945 0.00 0.01 0.00
F -2.8887 3.9041 -3.4455 0.01 -0.01 -0.01

75
Properties=species:S:1:pos:R:3:forces:R:3 method="wB97M-V/def2-TZVPD" homo_energy_ev=-9.6 smiles=CC(C)O.CC(C)O.CC(C)O.CC(C)O.CC(C)O.O.O.O.O.O relative_energy_kcal_mol=11.73
C -3.7687 -0.6212 1.3974 1.21 -0.10 -0.41
C -4.1879 -0.5846 2.8591 0.04 2.05 -0.43
C -4.2314 0.8846 3.3532 0.10 -0.73 0.55
O -5.4653 -1.1588 3.0717 0.32 -0.97 0.21
H -3.2938 -1.5581 1.0850 -0.85 -0.40 0.03
H -2.9151 0.0399 1.1964 -0.31 0.48 0.40
H -4.5794 -0.3111 0.7345 -0.07 -0.20 -0.02
H -3.4022 -1.0548 3.4487 -0.53 -0.65 0.21
H -3.2335 1.2018 3.6606 -0.01 0.28 -0.42
H -4.8360 0.8907 4.2617 -0.07 0.09 -0.01
H -4.6824 1.5665 2.6318 0.16 0.03 -0.10
H -6.1270 -0.6350 2.6128 0.09 0.14 -0.07
C 4.9920 -1.9822 0.0704 -0.29 0.64 1.30
C 4.2142 -1.4419 -1.1217 0.87 -0.18 -0.10
C 4.9773 -1.7566 -2.4043 -0.37 -0.79 0.27
O 2.9290 -2.0283 -1.2043 -0.23 0.18 0.02
H 5.0545 -3.0683 0.1319 0.11 -0.04 -0.51
H 4.5075 -1.6882 1.0123 -0.26 -0.01 -0.20
H 5.9772 -1.5231 0.1866 0.11 -0.20 -0.46
H 4.1178 -0.3506 -1.0312 0.01 -0.05 0.09
H 5.9855 -1.3499 -2.3596 -0.14 0.38 -0.28
H 4.4063 -1.4771 -3.2913 0.29 0.36 -0.05
H 5.1106 -2.8414 -2.4716 -0.10 -0.01 0.05
H 2.4308 -1.8060 -0.3828 0.17 -0.40 -0.18
C -3.3789 2.1844 -2.7441 0.07 0.00 0.23
C -2.9663 2.5082 -1.3097 -0.20 0.19 -0.02
C -1.6534 3.2591 -1.2325 -0.26 -0.40 -0.24
O -3.9563 3.3205 -0.6811 0.04 0.22 0.08
H -2.7006 1.4533 -3.1872 -0.07 -0.09 0.03
H -3.3687 3.0666 -3.3851 -0.05 0.12 0.14
H -4.3971 1.7897 -2.7190 0.04 -0.14 -0.23
H -2.8591 1.5729 -0.7486 -0.02 -0.05 -0.01
H -1.4260 3.5275 -0.2021 0.08 -0.05 0.00
H -1.6933 4.1608 -1.8446 0.04 0.03 0.03
H -0.9014 2.5763 -1.6349 0.28 0.25 0.11
H -4.7798 2.8336 -0.5874 0.04 -0.09 -0.07
C 2.1056 -3.7977 2.3523 0.09 -0.10 -0.16
C 0.9482 -3.2073 1.5704 -0.57 0.63 0.66
C -0.3013 -2.9936 2.4553 0.50 -1.08 0.13
O 1.3570 -1.9087 1.1008 0.27 -0.21 -0.06
H 1.9666 -4.8701 2.4926 0.02 -0.02 -0.06
H 2.2126 -3.3542 3.3434 -0.10 0.17 -0.07
H 3.0353 -3.6229 1.8099 0.00 -0.17 -0.04
H 0.6883 -3.8529 0.7243 0.13 0.11 -0.08
H -0.8963 -2.1669 2.0786 -0.20 0.02 0.09
H 0.0054 -2.8391 3.4917 -0.01 0.53 -0.08
H -0.8988 -3.9103 2.5134 -0.12 0.16 -0.31
H 0.5976 -1.4893 0.6611 0.01 0.10 -0.07
C 2.8123 4.8260 -0.2743 0.45 0.20 0.58
C 1.7689 3.7549 -0.1126 -1.56 -0.74 0.66
C 2.1909 2.3639 -0.5749 0.49 0.28 -0.53
O 1.3264 3.6090 1.2571 0.80 0.53 0.20
H 2.3860 5.8163 -0.1145 -0.06 -0.02 -0.11
H 3.2764 4.7836 -1.2592 -0.20 0.02 -0.11
H 3.6261 4.7334 0.4512 -0.09 -0.24 0.05
H 0.8318 4.1050 -0.5616 0.42 -0.18 -0.98
H 1.3766 1.6411 -0.5778 -0.16 0.15 0.13
H 2.9616 1.9961 0.1059 0.00 0.01 0.03
H 2.6199 2.3752 -1.5828 -0.07 0.03 0.02
H 0.6236 2.9470 1.2633 0.02 -0.09 0.19
O -2.6142 -1.0436 -1.8063 -0.26 0.03 -0.12
H -3.5600 -0.9961 -1.6254 0.09 -0.02 0.11
H -2.5445 -1.0408 -2.7671 0.08 -0.10 0.07
O 1.1709 -0.6759 -2.7809 -0.08 0.08 -0.64
H 2.0353 -1.1149 -2.7408 -0.03 -0.15 0.58
H 1.0197 -0.4864 -3.7137 -0.06 0.11 0.11
O -0.2950 -3.6470 -2.3082 -0.02 0.11 0.02
H -0.0926 -3.7665 -3.2409 0.06 -0.02 0.05
H 0.2089 -2.8646 -2.0484 0.01 -0.03 -0.07
O -0.2976 -0.3507 -0.4406 -0.41 0.07 0.02
H -1.1810 -0.6050 -0.7788 0.28 0.05 -0.03
H 0.2447 -0.1898 -1.2322 -0.01 -0.18 -0.02
O -0.4309 1.0416 2.0424 -0.01 0.00 -0.30
H 0.2416 0.5376 2.5154 0.00 0.06 -0.05
H -0.4251 0.6644 1.1411 0.07 0.02 0.25

69
Properties=species:S:1:pos:R:3:forces:R:3 method="wB97M-V/def2-TZVPD" homo_energy_ev=-8.4 smiles="O=C(COC(=O)CC[C@H](NC(=O)OCc1ccccc1)C(=O)OCC(=O)Nc1ccccc1)Nc1ccccc1" relative_energy_kcal_mol=0.00
O 2.0980 -3.6835 -3.4085 -0.04 -0.15 -0.14
C 2.1386 -3.1133 -2.3410 0.30 -0.22 0.59
C 2.5017 -3.8955 -1.0684 -0.35 -0.52 -0.34
O 3.2301 -3.1002 -0.1365 0.21 0.14 -0.28
C 2.8449 -3.1059 1.1339 0.21 0.16 0.38
O 1.9091 -3.7381 1.5583 0.01 -0.18 0.00
C 3.7700 -2.2521 1.9758 -0.15 -0.06 0.06
C 3.1292 -1.7264 3.2630 -0.05 -0.04 -0.28
C 1.8629 -0.8811 3.0671 -0.34 0.22 0.16
N 0.6790 -1.7150 2.9975 -0.01 -0.19 -0.03
C -0.5001 -1.0969 2.7563 0.10 -0.40 0.31
O -0.6507 0.1056 2.8440 -0.14 0.30 0.00
O -1.4661 -1.9719 2.4598 0.23 -0.12 -0.03
C -2.7435 -1.4205 2.1650 -0.44 0.26 0.01
C -2.8337 -0.7571 0.8112 0.04 -0.10 0.01
C -1.7778 -0.7438 -0.0864 -0.01 -0.07 0.11
C -1.9101 -0.1090 -1.3103 0.02 -0.04 -0.09
C -3.0988 0.5099 -1.6486 -0.01 -0.03 -0.07
C -4.1620 0.4883 -0.7618 -0.08 -0.04 -0.03
C -4.0286 -0.1385 0.4617 0.13 -0.19 0.01
C 1.9150 -0.0352 1.7929 -0.02 -0.29 0.16
O 1.7955 -0.4945 0.6820 0.00 0.11 -0.03
O 2.0983 1.2460 2.0611 0.04 0.29 0.32
C 2.2022 2.1528 0.9695 0.15 0.32 -0.68
C 0.8802 2.6761 0.3680 0.42 -0.37 0.43
O 0.9500 3.3812 -0.6165 0.15 0.13 -0.18
N -0.2348 2.3268 1.0287 -0.13 -0.25 0.37
C -1.5455 2.7643 0.7774 -0.28 0.21 -0.13
C -1.9152 3.4325 -0.3838 0.13 0.06 -0.13
C -3.2213 3.8614 -0.5392 -0.08 0.02 0.10
C -4.1640 3.6305 0.4467 -0.11 0.09 -0.01
C -3.7967 2.9545 1.5984 0.02 0.09 0.01
C -2.4964 2.5213 1.7651 0.03 0.05 0.01
N 1.8639 -1.8149 -2.1096 -0.07 0.36 0.37
C 1.5361 -0.8144 -3.0363 -0.09 0.21 -0.30
C 1.4311 -1.0411 -4.4043 0.04 -0.23 -0.04
C 1.1094 0.0100 -5.2456 -0.02 0.13 0.04
C 0.8924 1.2827 -4.7445 -0.04 0.06 -0.12
C 0.9942 1.5090 -3.3814 0.01 -0.01 -0.02
C 1.3115 0.4654 -2.5343 0.08 0.00 -0.01
H 1.5827 -4.2652 -0.5969 0.18 0.07 -0.13
H 3.1194 -4.7500 -1.3590 -0.10 0.20 0.00
H 4.1506 -1.4427 1.3527 0.04 -0.07 0.01
H 4.6214 -2.8842 2.2442 0.01 0.03 -0.07
H 3.8716 -1.1223 3.7860 -0.03 -0.06 0.02
H 2.8612 -2.5682 3.9037 0.04 0.08 0.08
H 1.7416 -0.1916 3.9114 0.09 -0.13 -0.19
H 0.7940 -2.6751 2.6877 -0.03 0.15 0.01
H -3.4301 -2.2701 2.2180 0.11 0.12 0.04
H -3.0122 -0.6932 2.9413 0.02 -0.16 -0.08
H -0.8443 -1.2283 0.1618 0.11 -0.05 0.02
H -1.0811 -0.0981 -2.0011 0.04 0.00 -0.06
H -3.1957 1.0056 -2.6023 -0.01 0.07 -0.10
H -5.0949 0.9654 -1.0214 -0.08 0.06 -0.01
H -4.8550 -0.1506 1.1576 -0.13 0.04 0.10
H 2.7786 1.7011 0.1546 -0.13 0.11 0.13
H 2.7496 3.0174 1.3529 -0.11 -0.13 -0.06
H -0.1651 1.7078 1.8332 0.18 0.06 -0.18
H -1.1844 3.6222 -1.1507 0.03 -0.01 -0.03
H -3.5015 4.3829 -1.4424 -0.01 0.05 -0.09
H -5.1798 3.9738 0.3197 -0.09 0.03 -0.01
H -4.5265 2.7679 2.3726 -0.05 -0.03 0.08
H -2.2032 1.9896 2.6572 0.02 -0.06 0.11
H 1.9199 -1.4840 -1.1523 0.08 -0.16 -0.10
H 1.6004 -2.0285 -4.7990 0.00 -0.03 0.00
H 1.0296 -0.1720 -6.3072 0.00 -0.03 -0.08
H 0.6452 2.0944 -5.4120 -0.02 0.07 -0.06
H 0.8319 2.4920 -2.9661 -0.01 0.08 0.06
H 1.3784 0.6349 -1.4709 0.02 0.01 0.14